(1)
The following is a quantum chemistry calculation of C15H23CrN3O3S as an isolated structure, from the OMol25 dataset.

CARTESIAN COORDINATES (ANGSTROEM)
Cr 0.0891 0.3630 -0.0470
C -1.0829 -2.7058 -1.0598
O -0.7755 -1.8008 0.0134
C -0.6012 -2.4661 1.2589
C -0.6148 -1.4076 2.3328
O 0.2392 -0.2848 1.9944
C 1.6298 -0.3620 2.3872
C 2.4459 -1.0471 1.3211
O 2.0518 -0.4829 0.0590
C 2.9902 -0.8045 -0.9952
H -1.9351 -3.3265 -0.7854
H -0.2220 -3.3402 -1.2769
H -1.3281 -2.1080 -1.9308
H 0.3234 -3.0478 1.2476
H -1.4295 -3.1544 1.4444
H -0.3123 -1.8136 3.2965
H -1.6150 -0.9889 2.4251
H 1.7181 -0.8690 3.3464
H 1.9563 0.6694 2.5043
H 2.2988 -2.1269 1.2974
H 3.5033 -0.8469 1.4971
H 3.9985 -0.5818 -0.6534
H 2.7574 -0.1873 -1.8548
H 2.9079 -1.8602 -1.2511
C -0.5425 0.9417 -5.2929
N -1.2012 1.7043 -4.2290
C -2.1822 2.6618 -4.4190
C -2.5381 3.1167 -3.2178
N -1.7624 2.4320 -2.2606
C -0.9471 1.5560 -2.9255
S 0.2025 0.4353 -2.3730
C -1.8765 2.6774 -0.8600
C -2.6527 3.7582 -0.4583
C -2.8346 4.0276 0.8802
C -2.2269 3.2041 1.8108
C -1.4586 2.1723 1.3403
N -1.2584 1.8873 0.0277
H -0.9027 1.3123 -6.2469
H -0.7806 -0.1152 -5.1979
H 0.5345 1.0773 -5.2334
H -2.5434 2.9324 -5.3963
H -3.2842 3.8481 -2.9843
H -3.1085 4.4082 -1.1829
H -3.4392 4.8715 1.1863
H -2.3314 3.3599 2.8749
H -0.9605 1.5296 2.0524

Results
**ΔE to the lowest compared entry with this formula, charge and spin**: 7.99 kcal per mole
**HOMO level (spin up / spin down)**: -14.4 / -14.7 eV
**2S+1**: 5
**Calculated total energy**: -2417.531668 Eh
**Total charge**: +2
**Largest force on an atom**: 0.99 eV/Å

Results of the natural (NBO) charge analysis, in e, for atoms 1 through 5: number 1, Cr, carries 1.201; number 2, C, carries -0.249; number 3, O, carries -0.597; number 4, C, carries -0.098; number 5, C, carries -0.087


(2)
The following is a quantum chemistry calculation of C15H23F9NO3P2V as an isolated structure in a non-equilibrium geometry, from the OMol25 dataset.

CARTESIAN COORDINATES (ANGSTROEM)
V 0.0873 0.1576 0.2766
P 0.7089 1.9026 -1.2218
C -0.2586 1.3109 -2.5757
C -0.6149 -0.0598 -2.6303
N -0.5746 -0.7739 -1.4399
C -1.2482 -1.9320 -1.3224
C -1.6911 -2.6179 -2.4511
C -1.5829 -2.0034 -3.6970
C -1.0875 -0.7252 -3.7891
C -1.4601 -2.4744 0.0672
P -1.6214 -1.1311 1.3778
H -1.1166 -0.1949 -4.7409
H -2.1241 -3.6008 -2.3523
H -1.9228 -2.5328 -4.5801
H -2.3670 -3.0948 0.1343
H -0.5828 -3.0676 0.3897
H -2.1468 2.3370 -2.5560
H -0.3230 1.8729 -3.5184
H -3.0586 2.7737 -0.5683
O -3.0168 2.5826 -2.1471
H -3.4535 3.1875 -2.7682
H -1.2852 0.8240 0.4805
O -3.0286 2.7766 0.4373
H -3.1316 1.8444 0.6957
C -3.4165 -0.8675 1.4519
H -3.9586 -1.8141 1.5809
H -3.6061 -0.1907 2.2917
H -3.7195 -0.3679 0.5260
C -1.3448 -2.1478 2.8633
H -1.4555 -1.4986 3.7306
H -2.0342 -2.9993 2.9365
H -0.3182 -2.5186 2.8542
C 2.4770 1.7166 -1.6277
H 2.7025 2.3246 -2.5160
H 3.1158 2.0165 -0.7846
H 2.6928 0.6585 -1.8236
C 0.4463 3.6598 -0.9157
H 1.1164 3.9577 -0.0957
H 0.6823 4.2373 -1.8193
H -0.5982 3.7931 -0.6064
F 4.6117 -0.2671 0.2289
C 4.2308 0.1739 1.4525
F 5.2197 -0.1149 2.3390
F 4.1253 1.5343 1.3666
C 2.8386 -0.4659 1.8237
O 2.0523 -0.3213 0.7504
C 3.0485 -1.9841 2.1223
F 3.6257 -2.2103 3.3368
F 1.8477 -2.6368 2.1034
F 3.8020 -2.5679 1.1657
C 2.3191 0.2178 3.1376
F 3.2781 0.3388 4.0958
F 1.8445 1.4632 2.8470
F 1.2747 -0.4808 3.6835

Results
**HOMO level (spin up / spin down)**: -19.4 / -19.4 eV
**2S+1**: 2
**Calculated total energy**: -3390.157406 Eh
**Total charge**: +3
**Largest force on an atom**: 6.63 eV/Å

Results of the Mulliken charge analysis, in e, for atoms 1 through 5: number 1, V, carries -0.561; number 2, P, carries 1.024; number 3, C, carries -1.657; number 4, C, carries 1.283; number 5, N, carries 0.485


(3)
The following is a quantum chemistry calculation of C15H23N2OV as an isolated structure in a non-equilibrium geometry, from the OMol25 dataset.

CARTESIAN COORDINATES (ANGSTROEM)
C 2.2074 -0.9582 -1.2536
C 1.7871 -1.2411 -2.7007
C 3.3376 0.0704 -1.1574
C 2.6379 -2.2903 -0.6078
H 4.2429 -0.3695 -1.5908
H 3.5728 0.3571 -0.1310
H 3.1278 0.9857 -1.7090
H 2.5855 -1.8198 -3.1876
H 1.6473 -0.3377 -3.2983
H 0.8668 -1.8359 -2.7423
H 3.4499 -2.7215 -1.2154
H 1.8110 -3.0114 -0.5763
H 3.0347 -2.1774 0.4072
C -1.3201 1.8327 -0.4162
C 0.0534 2.1898 -0.4477
C 0.6338 1.5939 -1.6221
H 0.5435 2.9324 0.1748
C -0.4093 0.7654 -2.2270
C -1.5897 0.9054 -1.4467
H -2.5712 0.5103 -1.7194
H -2.0806 2.3397 0.1722
H 1.5451 1.9430 -2.1267
H -0.3392 0.3007 -3.2196
C -0.4559 -1.0944 1.9865
C -0.4481 0.2909 2.2377
C 0.8315 0.8248 1.9353
H -1.2333 0.8128 2.7662
C 1.6970 -0.2689 1.5881
C 0.8607 -1.4821 1.6171
H 1.2421 -2.5031 1.5681
H -1.2516 -1.7980 2.2053
H 1.1595 1.8374 2.1045
H 2.7828 -0.2398 1.6177
V 0.6846 -0.1604 -0.3113
N -4.6984 1.2772 0.8537
C -3.8950 0.3066 1.4300
N -4.0740 0.1822 2.8014
O -3.0248 -0.3037 0.8078
H -5.5971 1.4396 1.2803
H -4.7067 1.2220 -0.1616
H -3.6411 -0.6646 3.1666
H -5.0067 0.3577 3.1478

Results
**HOMO level (spin up / spin down)**: -11.6 / -11.6 eV
**2S+1**: 2
**Calculated total energy**: -1713.795071 Eh
**Total charge**: +1
**Largest force on an atom**: 4.37 eV/Å

Results of the natural (NBO) charge analysis, in e, for atoms 1 through 5: number 1, C, carries -0.369; number 2, C, carries -0.619; number 3, C, carries -0.616; number 4, C, carries -0.609; number 5, H, carries 0.234


(4)
The following is a quantum chemistry calculation of C15H23N3O3 in the gas phase in a non-equilibrium geometry, from the OMol25 dataset.

CARTESIAN COORDINATES (ANGSTROEM)
N -0.6469 0.7824 -6.8595
C -0.2714 1.0055 -5.5169
C 0.6460 0.1316 -4.7191
C 0.4949 0.5062 -3.2288
C 1.3701 -0.4053 -2.2598
C 1.1962 -0.0392 -0.7675
N 1.7922 -0.9202 0.2374
C -0.2020 0.3487 -0.2052
O -1.1855 0.2380 -0.8782
N -0.1200 0.9639 1.0970
C -1.4664 0.9884 1.7209
C -2.0794 -0.3572 2.2475
C -0.9891 -0.8840 3.2709
C 0.1230 -1.6324 2.6251
C 1.2858 -1.7721 3.1716
C 1.3319 -1.5560 4.6582
C 0.1926 -1.1182 5.2941
C -0.9429 -0.7235 4.6362
C -1.6118 1.7675 2.9154
O -2.5983 1.8180 3.5819
O -0.6068 2.5807 3.2664
H -1.5195 0.3873 -6.9875
H -0.0237 0.2858 -7.5387
H -1.3179 1.0269 -5.0356
H 0.1493 2.0099 -5.5686
H 1.6720 0.3856 -4.9620
H 0.6020 -0.9676 -4.9748
H -0.5618 0.5175 -3.0187
H 0.9878 1.3891 -3.0320
H 2.3872 -0.3846 -2.5582
H 1.0009 -1.5202 -2.3172
H 1.6391 0.9987 -0.7389
H 2.8454 -0.7842 0.2310
H 1.4601 -1.9300 0.2848
H 0.6302 0.6540 1.7027
H -2.0729 1.5394 1.0455
H -3.0317 -0.0969 2.7834
H -2.2779 -1.1484 1.5318
H 0.0205 -1.7391 1.5044
H 2.1667 -2.2435 2.5851
H 2.1797 -1.8179 5.3080
H 0.2544 -1.0775 6.4052
H -1.7986 -0.4448 5.2564
H -1.1032 3.2377 3.8065

Results
**ΔE to the lowest compared entry with this formula, charge and spin**: 103.25 kcal per mole
**HOMO level**: -8.8 eV
**SMILES**: NCCCC[C@H](N)C(=O)N[C@@H](Cc1ccccc1)C(=O)O
**2S+1**: 1
**Calculated total energy**: -975.274911 Eh
**Largest force on an atom**: 6.64 eV/Å

Results of the natural (NBO) charge analysis, in e, for atoms 1 through 5: number 1, N, carries -0.846; number 2, C, carries -0.208; number 3, C, carries -0.418; number 4, C, carries -0.393; number 5, C, carries -0.385


(5)
The following is a quantum chemistry calculation of C15H23N3O4S in the gas phase, from the OMol25 dataset.

CARTESIAN COORDINATES (ANGSTROEM)
C -5.8319 -2.3911 -1.4864
C -4.3660 -2.7682 -1.2385
N -3.4762 -1.6937 -0.8551
C -3.3386 -0.5968 -1.8067
C -4.0222 0.6113 -1.1656
C -3.6902 0.4025 0.3087
C -3.7028 -1.1255 0.4766
C -2.5960 -1.6141 1.4287
N -1.3035 -1.3968 0.8342
C -0.4056 -0.5276 1.3288
O -0.5507 0.0435 2.3957
C 0.8130 -0.2687 0.4865
C 1.4941 0.9075 0.7768
C 2.6363 1.2544 0.0904
S 3.4889 2.7587 0.5061
N 4.2336 2.3083 1.9466
O 2.5361 3.7940 0.7815
O 4.5262 3.0010 -0.4547
C 3.1391 0.4346 -0.8968
C 2.4820 -0.7434 -1.2030
C 1.3173 -1.1091 -0.5271
O 0.6395 -2.2548 -0.7987
C 1.1527 -3.1600 -1.7513
H -6.4016 -3.2840 -1.7308
H -5.9186 -1.6923 -2.3149
H -6.2723 -1.9356 -0.6025
H -3.9555 -3.2179 -2.1483
H -4.3176 -3.5218 -0.4470
H -2.2698 -0.3836 -1.9399
H -3.7550 -0.8615 -2.7788
H -5.1008 0.5659 -1.3241
H -3.6510 1.5576 -1.5531
H -2.6939 0.7889 0.5250
H -4.3994 0.8874 0.9763
H -4.6663 -1.4560 0.8842
H -2.6308 -1.0667 2.3724
H -2.7257 -2.6838 1.6236
H -1.1826 -1.7956 -0.0833
H 1.1073 1.5509 1.5515
H 5.2208 2.5044 1.9329
H 3.7847 2.7208 2.7482
H 4.0348 0.7316 -1.4180
H 2.8837 -1.3767 -1.9774
H 1.1864 -2.7164 -2.7507
H 2.1479 -3.5163 -1.4719
H 0.4575 -3.9981 -1.7536

Results
**ΔE to the lowest compared entry with this formula, charge and spin**: 50.62 kcal per mole
**HOMO level**: -8.5 eV
**SMILES**: CCN1CCC[C@@H]1CNC(=O)c1cc(S(N)(=O)=O)ccc1OC
**2S+1**: 1
**Calculated total energy**: -1448.796850 Eh
**Largest force on an atom**: 0.76 eV/Å

Results of the natural (NBO) charge analysis, in e, for atoms 1 through 5: number 1, C, carries -0.637; number 2, C, carries -0.198; number 3, N, carries -0.479; number 4, C, carries -0.217; number 5, C, carries -0.415